1.
This record from the Open Molecules 2025 dataset describes the molecule C5H7NO at a distorted geometry. The level of theory is ωB97M-V with the def2-TZVPD basis set.

## Properties
orbital gap: 9.46 eV
SMILES: C[C@]12N[C@H]1CC2=O
energy: -324.5477 a.u.
energy relative to the best compared isomer or geometry (same formula, charge and spin): 464.0 kJ/mol
lowest unoccupied orbital energy: 0.7 eV

Cartesian coordinates (Å):
1 C -1.69982 0.28550 -0.11006
2 C -0.33647 -0.64558 0.27345
3 N 0.59530 -1.45841 1.14661
4 C 0.76373 -0.01221 1.04750
5 C 1.25208 0.61476 -0.28192
6 C 0.24656 -0.28876 -1.01469
7 O -0.01363 -0.62547 -2.14136
8 H -1.58142 1.02650 -0.96296
9 H -1.91344 0.90003 0.75271
10 H -2.51447 -0.34387 -0.44389
11 H 1.30762 -2.04630 0.67505
12 H 0.61515 0.50713 1.99796
13 H 2.23728 0.39199 -0.65462
14 H 1.04152 1.69468 -0.28379

Mulliken atomic charge list, values in e, 6 entries: C -1.109; C 0.553; N -0.545; C -0.199; C -0.616; C 0.264



2.
This record from the Open Molecules 2025 dataset describes a cluster of 13 separate species, C6H40N2O12 in total at a distorted geometry. The level of theory is ωB97M-V with the def2-TZVPD basis set.

## Properties
orbital gap: 8.68 eV
energy: -1264.8828 a.u.
energy relative to the best compared isomer or geometry (same formula, charge and spin): 401.7 kJ/mol
lowest unoccupied orbital energy: 0.1 eV

Cartesian coordinates (Å):
1 C -0.70624 2.99765 0.52319
2 C 0.44607 2.04291 0.38566
3 C 0.49518 1.45351 -1.01089
4 C 1.76233 0.68772 -1.30639
5 C -0.77313 0.61383 -1.38278
6 N 0.26021 0.80100 1.24878
7 C 0.91208 0.67437 2.55551
8 N 1.68699 -0.56493 2.46870
9 H -0.38419 3.90692 1.04267
10 H -0.78336 3.60324 -0.37916
11 H -1.63029 2.50163 0.80234
12 H 1.46051 2.36356 0.83116
13 H 0.55725 2.28055 -1.71781
14 H 1.67698 0.14269 -2.26345
15 H 1.86199 -0.03967 -0.46112
16 H 2.72132 1.22468 -1.06296
17 H -0.45736 -0.06837 -2.15160
18 H -1.42889 0.29682 -0.61373
19 H -1.45128 1.26384 -2.00061
20 H -0.70647 0.56525 1.18599
21 H 1.60188 1.49748 2.84244
22 H 0.17027 0.65027 3.39488
23 H 2.37204 -0.57383 1.71313
24 H 1.11096 -1.39469 2.28568
25 H -1.13481 -3.08273 1.36620
26 H -1.78121 -4.49805 0.93414
27 O -1.90503 -3.63114 1.29086
28 H 2.97121 1.23020 -4.61899
29 H 2.25146 2.17813 -3.43764
30 O 2.50393 1.99733 -4.32838
31 H -3.45219 -2.30314 1.90157
32 H -2.80344 -0.94972 1.44711
33 O -3.63801 -1.43749 1.54607
34 H 4.17739 -1.37628 3.07998
35 H 4.02954 0.07414 3.19688
36 O 4.75650 -0.56689 3.06254
37 H -3.37536 1.74904 1.64949
38 H -3.94612 3.12265 1.87936
39 O -3.25592 2.52087 2.20705
40 H 0.26658 -1.32170 -0.08665
41 H -0.24791 -2.49136 -1.06530
42 O -0.04913 -2.23326 -0.13655
43 H 3.44366 -3.55262 -0.08738
44 H 2.30264 -2.72913 -0.12028
45 O 2.77589 -3.27917 -0.75378
46 H -5.42899 -1.56780 -1.01266
47 H -4.10638 -1.57052 -0.16456
48 O -4.51040 -1.29701 -1.01785
49 H -2.53949 -2.19157 -3.65133
50 H -2.30634 -1.34025 -2.50739
51 O -1.83397 -1.62402 -3.29301
52 H -0.99120 1.57941 -5.13391
53 H -0.70715 0.17640 -4.60560
54 O -0.47785 0.74842 -5.34738
55 H 5.39871 -0.73786 0.96099
56 H 4.96047 0.23070 -0.11427
57 O 4.62385 -0.35373 0.56485
58 H -2.27450 1.35912 3.22108
59 H -2.43023 -0.22837 3.39788
60 O -2.04100 0.47094 2.84716

Mulliken atomic charge list, values in e, 6 entries: C -1.413; C -0.398; C 1.432; C -1.665; C -1.715; N 0.898



3.
This record from the Open Molecules 2025 dataset describes a structure of composition C43H38MnN5P2 at a distorted geometry. The level of theory is ωB97M-V with the def2-TZVPD basis set.

## Properties
total charge: +3
spin multiplicity: 4
orbital gap (alpha / beta): 7.04 / 5.17 eV
energy: -3768.0061 a.u.
energy relative to the best compared isomer or geometry (same formula, charge and spin): 0.0 kJ/mol
lowest unoccupied orbital energy (alpha / beta): -8.0 / -10.2 eV

Cartesian coordinates (Å):
1 Mn 0.62693 -1.32305 1.65411
2 C 1.83163 -4.45443 -1.10969
3 C 1.89111 -3.41173 -0.17759
4 N 0.82533 -2.72169 0.19291
5 C -0.38740 -3.03552 -0.36158
6 C -0.52775 -4.02511 -1.33860
7 C 0.62802 -4.75636 -1.68838
8 C -1.80294 -4.21636 -1.93575
9 C -2.83127 -3.40639 -1.56541
10 C -2.68203 -2.43259 -0.53595
11 C -1.49048 -2.29282 0.12229
12 N -1.18444 -1.49136 1.24228
13 C -2.10227 -1.10431 2.24903
14 C -3.44659 -1.33014 2.31778
15 C -4.20598 -0.88809 3.43590
16 C -3.62092 -0.25125 4.48230
17 C -2.21832 -0.04604 4.46652
18 C -1.51088 0.52840 5.54343
19 C -0.15013 0.65294 5.48020
20 C 0.51107 0.20063 4.33632
21 N -0.11214 -0.34762 3.30632
22 C -1.48254 -0.47099 3.35338
23 H 2.73444 -4.99431 -1.35991
24 H 2.83810 -3.11547 0.25741
25 H 0.55286 -5.55445 -2.41858
26 H -1.93669 -4.98356 -2.68813
27 H -3.79810 -3.51096 -2.04068
28 H -3.52715 -1.80757 -0.29534
29 H -3.96109 -1.87666 1.54624
30 H -5.27120 -1.07764 3.44548
31 H -4.19936 0.07434 5.33696
32 H -2.05625 0.85932 6.42028
33 H 0.42218 1.08999 6.28624
34 H 1.58683 0.33187 4.26086
35 C -0.32049 1.60761 -0.46945
36 P 1.02096 0.70997 0.43104
37 C 2.45054 0.81342 -0.66795
38 C 3.09449 2.03804 -0.87812
39 C 4.14873 2.12133 -1.77245
40 C 4.56821 0.99043 -2.46731
41 C 3.91704 -0.21932 -2.28457
42 C 2.85665 -0.30594 -1.39185
43 C 1.40449 1.88841 1.76438
44 C 0.42190 2.64314 2.40558
45 C 0.75770 3.47058 3.46795
46 C 2.07155 3.53332 3.91935
47 C 3.05071 2.76173 3.30877
48 C 2.72034 1.94279 2.23394
49 P -1.27063 0.83002 -1.79888
50 C -0.21118 0.25724 -3.10248
51 C -0.14165 -1.10043 -3.40210
52 C 0.64608 -1.52376 -4.46547
53 C 1.34371 -0.59297 -5.22384
54 C 1.26768 0.76739 -4.92763
55 C 0.48429 1.19995 -3.87282
56 C -2.39676 1.97094 -2.43802
57 C -2.87764 1.74301 -3.75288
58 C -3.74554 2.64401 -4.32391
59 C -4.16977 3.75309 -3.59194
60 C -3.73689 3.96622 -2.27788
61 C -2.87616 3.07302 -1.68857
62 H 0.15489 2.48829 -0.91564
63 H -1.03254 1.95429 0.28044
64 H 2.78560 2.92820 -0.34250
65 H 4.65161 3.06797 -1.92038
66 H 5.40215 1.05898 -3.15450
67 H 4.22944 -1.09489 -2.83931
68 H 2.33707 -1.24452 -1.28344
69 H -0.61865 2.59383 2.10542
70 H -0.00805 4.06830 3.94630
71 H 2.33196 4.18778 4.74157
72 H 4.07662 2.81271 3.65101
73 H 3.50385 1.37051 1.74893
74 H -0.73002 -1.81275 -2.84083
75 H 0.69024 -2.57523 -4.72196
76 H 1.93537 -0.92170 -6.06935
77 H 1.80458 1.48813 -5.53104
78 H 0.41276 2.26016 -3.65526
79 H -2.55027 0.87436 -4.31036
80 H -4.10175 2.48901 -5.33302
81 H -4.85966 4.45512 -4.04242
82 H -4.08494 4.83029 -1.72866
83 H -2.56209 3.23230 -0.66442
84 N 1.29362 -2.75544 2.95386
85 N 2.38660 -1.90370 2.60152
86 H 1.11413 -2.77818 3.95525
87 H 1.46591 -3.68997 2.59598
88 H 3.32924 -2.20210 2.83057
89 H 2.22140 -0.97597 2.98869

Mulliken atomic charge list, values in e, 6 entries: Mn 0.054; C -1.070; C -0.010; N 0.082; C 0.220; C 1.122



> Look up the energy relative to the best compared isomer or geometry (same formula, charge and spin) of the first one.

464.0 kJ/mol



> Look up the energy of the first one.

-324.5477 a.u.



> Among the records above, which one has the lowest energy?

C43H38MnN5P2